Record 1
Here is C39H36BeIN4O3Sb as an isolated structure from the Open Molecules 2025 dataset. Energies are from ωB97M-V/def2-TZVPD.

Each line ends with the Löwdin charge.
Element x y z (Å)
Be1 -1.493 0.669 1.492  0.040
C1 -1.955 -3.846 0.911  -0.054
O1 -1.269 -3.510 2.113  -0.098
C2 -2.043 -2.781 2.979  -0.239
C3 -2.593 -3.385 4.087  0.001
C4 -3.348 -2.653 5.008  -0.090
C5 -3.541 -1.310 4.789  -0.056
C6 -2.984 -0.668 3.675  -0.129
C7 -3.285 0.732 3.442  -0.012
N1 -2.674 1.346 2.509  -0.027
N2 -3.019 2.631 2.119  0.125
C8 -2.410 2.813 0.980  -0.403
O2 -1.646 1.904 0.429  -0.074
C9 -2.575 4.105 0.274  -0.149
C10 -3.084 5.217 0.942  -0.029
C11 -3.228 6.420 0.272  -0.080
C12 -2.870 6.520 -1.067  -0.088
C13 -2.367 5.413 -1.735  -0.076
C14 -2.216 4.209 -1.065  -0.020
C15 -2.218 -1.398 2.732  -0.226
O3 -1.670 -0.881 1.648  -0.092
H1 -1.258 -4.403 0.292  0.068
H2 -2.270 -2.941 0.384  0.092
H3 -2.831 -4.463 1.132  0.097
H4 -2.416 -4.444 4.229  0.122
H5 -3.772 -3.139 5.875  0.099
H6 -4.132 -0.722 5.483  0.109
H7 -4.056 1.237 4.024  0.137
H8 -3.364 5.120 1.982  0.108
H9 -3.621 7.283 0.793  0.102
H10 -2.985 7.461 -1.588  0.101
H11 -2.091 5.488 -2.779  0.102
H12 -1.831 3.335 -1.572  0.087
I1 3.579 0.339 4.581  0.905
C16 2.040 0.971 3.381  -0.755
C17 1.947 2.171 2.710  -0.127
N3 0.778 2.151 2.054  0.062
N4 0.115 1.010 2.254  0.037
C18 0.871 0.272 3.052  -0.134
H13 2.624 3.004 2.650  0.128
H14 0.385 2.832 1.422  0.164
H15 0.541 -0.707 3.359  0.128
C19 -0.740 1.298 -3.268  -0.074
C20 0.495 0.589 -3.762  -0.320
C21 0.924 0.781 -5.073  -0.052
C22 2.045 0.129 -5.564  -0.084
C23 2.762 -0.726 -4.741  -0.085
C24 2.345 -0.920 -3.432  -0.127
C25 1.216 -0.275 -2.935  -0.369
Sb1 0.636 -0.647 -0.887  1.618
C26 0.781 -2.795 -1.108  -0.326
C27 1.312 -3.616 -0.116  -0.149
C28 1.338 -4.998 -0.244  -0.095
C29 0.801 -5.587 -1.375  -0.089
C30 0.203 -4.787 -2.336  -0.057
C31 0.165 -3.400 -2.216  -0.303
C32 -0.575 -2.621 -3.275  -0.058
C33 2.524 0.277 -0.284  -0.307
C34 2.463 1.603 -0.725  -0.172
C35 3.479 2.514 -0.485  -0.097
C36 4.599 2.105 0.220  -0.091
C37 4.673 0.798 0.671  -0.069
C38 3.653 -0.126 0.438  -0.302
C39 3.826 -1.514 0.981  -0.063
H16 -1.127 1.982 -4.023  0.080
H17 -0.535 1.868 -2.359  0.038
H18 -1.533 0.591 -3.014  0.078
H19 0.367 1.449 -5.720  0.107
H20 2.358 0.291 -6.588  0.100
H21 3.641 -1.236 -5.113  0.101
H22 2.906 -1.592 -2.792  0.103
H23 1.683 -3.186 0.797  0.076
H24 1.761 -5.605 0.546  0.106
H25 0.815 -6.662 -1.496  0.102
H26 -0.263 -5.247 -3.199  0.109
H27 -1.247 -3.281 -3.822  0.082
H28 0.105 -2.156 -3.990  0.073
H29 -1.184 -1.825 -2.836  0.061
H30 1.599 1.943 -1.291  0.080
H31 3.399 3.527 -0.858  0.103
H32 5.411 2.793 0.414  0.103
H33 5.547 0.475 1.224  0.105
H34 4.778 -1.609 1.502  0.074
H35 3.795 -2.257 0.185  0.076
H36 3.036 -1.753 1.697  0.062

Output
orbital gap = 0.2932 Eh
LUMO level = 0.006 hartree


Record 2
Here is C39H36Cl2I2N5O4PRuS as an isolated structure from the Open Molecules 2025 dataset. Energies are from ωB97M-V/def2-TZVPD.

Each line ends with the Löwdin charge.
Element x y z (Å)
Ru1 -0.729 -0.186 0.296  1.084
O1 2.951 -0.841 -0.439  -0.017
N1 2.494 -0.983 0.840  -0.035
C1 2.818 -2.033 1.474  -0.104
C2 2.411 -2.197 2.874  -0.204
C3 3.114 -3.126 3.638  -0.029
C4 2.900 -3.232 5.002  -0.054
C5 1.966 -2.408 5.607  -0.051
C6 1.229 -1.514 4.845  -0.074
C7 1.423 -1.400 3.470  -0.257
P1 0.407 -0.189 2.513  1.051
C8 1.329 1.354 2.823  -0.337
C9 2.063 1.904 1.776  -0.113
C10 2.846 3.030 1.985  -0.061
C11 2.887 3.627 3.236  -0.067
C12 2.138 3.097 4.279  -0.071
C13 1.376 1.956 4.080  -0.092
C14 -1.100 -0.149 3.564  -0.389
C15 -1.732 -1.384 3.749  -0.160
C16 -2.901 -1.481 4.483  -0.080
C17 -3.475 -0.337 5.024  -0.065
C18 -2.869 0.894 4.831  -0.054
C19 -1.684 0.988 4.112  -0.110
H1 3.522 -1.595 -0.669  0.117
H2 3.454 -2.800 1.022  0.139
H3 3.853 -3.750 3.152  0.117
H4 3.467 -3.944 5.586  0.114
H5 1.797 -2.468 6.674  0.114
H6 0.494 -0.900 5.345  0.106
H7 2.024 1.445 0.795  0.075
H8 3.422 3.441 1.166  0.114
H9 3.506 4.499 3.402  0.109
H10 2.155 3.569 5.253  0.109
H11 0.824 1.540 4.913  0.101
H12 -1.284 -2.280 3.336  0.088
H13 -3.362 -2.448 4.639  0.114
H14 -4.393 -0.406 5.592  0.114
H15 -3.315 1.789 5.245  0.106
H16 -1.215 1.956 3.988  0.087
I1 1.112 2.182 -3.799  0.991
C20 1.131 0.140 -3.386  -0.627
C21 1.432 -0.793 -4.395  -0.203
C22 1.413 -2.136 -4.135  -0.660
I2 1.878 -3.458 -5.687  0.952
C23 1.060 -2.608 -2.847  -0.199
C24 0.970 -3.963 -2.462  -0.014
C25 0.582 -4.293 -1.192  -0.024
C26 0.269 -3.270 -0.287  -0.190
N2 0.338 -1.998 -0.611  0.004
C27 0.741 -1.652 -1.860  -0.184
C28 0.820 -0.256 -2.099  -0.482
O2 0.592 0.585 -1.117  -0.292
H17 1.680 -0.434 -5.384  0.086
H18 1.215 -4.735 -3.179  0.071
H19 0.512 -5.324 -0.878  0.116
H20 -0.026 -3.500 0.730  0.086
C29 -1.571 6.489 4.534  -0.064
C30 -1.770 4.980 4.456  -0.216
N3 -3.087 4.600 3.960  -0.052
C31 -4.241 4.852 4.829  -0.200
C32 -5.108 6.007 4.347  -0.061
C33 -3.331 3.958 2.793  -0.427
O3 -4.437 3.545 2.484  0.081
C34 -2.180 3.697 1.858  -0.100
C35 -1.346 4.660 1.312  0.023
C36 -0.388 4.268 0.392  -0.002
C37 -0.267 2.930 0.068  -0.134
N4 -1.064 2.002 0.605  -0.017
C38 -2.021 2.388 1.445  -0.101
H21 -0.538 6.716 4.800  0.079
H22 -2.218 6.934 5.290  0.074
H23 -1.797 6.962 3.577  0.073
H24 -1.647 4.546 5.454  0.122
H25 -1.008 4.535 3.819  0.097
H26 -3.856 5.045 5.831  0.120
H27 -4.843 3.943 4.854  0.115
H28 -4.553 6.945 4.332  0.069
H29 -5.966 6.122 5.009  0.081
H30 -5.480 5.799 3.345  0.076
H31 -1.456 5.703 1.582  0.124
H32 0.273 4.989 -0.066  0.122
H33 0.457 2.591 -0.656  0.069
H34 -2.698 1.637 1.817  0.039
O4 -2.617 2.280 -1.911  -0.487
S1 -2.260 0.928 -2.292  0.773
N5 -2.047 -0.096 -1.213  -0.519
Cl1 -2.492 -2.566 0.665  0.601
C39 -4.157 -1.926 0.779  -0.917
Cl2 -4.208 -0.261 1.345  0.626
H35 -4.698 -2.544 1.486  0.033
H36 -4.591 -1.965 -0.212  0.035

Output
energy relative to the best compared isomer or geometry (same formula, charge and spin) = 68.8 kcal per mole
orbital gap (alpha / beta) = 0.2416 / 0.2195 Eh
LUMO level (alpha / beta) = -0.131 / -0.155 hartree
net charge = +1
<S²> = 0.759
2S+1 = 2


Record 3
Here is C39H36Cl2I2N5O4PRuS as an isolated structure from the Open Molecules 2025 dataset. Energies are from ωB97M-V/def2-TZVPD.

Each line ends with the Löwdin charge.
Element x y z (Å)
Ru1 -0.168 0.137 -0.065  0.881
O1 0.244 2.561 -1.589  -0.022
N1 -0.289 1.364 -2.000  -0.107
C1 -1.222 1.490 -2.851  -0.085
C2 -1.858 0.353 -3.508  -0.209
C3 -2.530 0.660 -4.698  -0.022
C4 -3.091 -0.327 -5.482  -0.046
C5 -3.002 -1.651 -5.081  -0.036
C6 -2.363 -1.969 -3.894  -0.061
C7 -1.782 -0.989 -3.092  -0.270
P1 -0.970 -1.567 -1.548  1.028
C8 -2.202 -2.741 -0.889  -0.364
C9 -2.294 -4.080 -1.259  -0.086
C10 -3.326 -4.865 -0.763  -0.054
C11 -4.274 -4.325 0.094  -0.057
C12 -4.182 -2.995 0.481  -0.083
C13 -3.143 -2.216 -0.004  -0.168
C14 0.385 -2.613 -2.135  -0.361
C15 0.876 -3.604 -1.284  -0.104
C16 1.918 -4.417 -1.697  -0.059
C17 2.483 -4.236 -2.952  -0.061
C18 2.016 -3.231 -3.785  -0.091
C19 0.975 -2.412 -3.378  -0.097
H1 1.136 2.303 -1.308  0.097
H2 -1.508 2.487 -3.186  0.151
H3 -2.573 1.695 -5.018  0.120
H4 -3.590 -0.070 -6.406  0.117
H5 -3.426 -2.440 -5.687  0.118
H6 -2.309 -3.004 -3.589  0.104
H7 -1.559 -4.522 -1.920  0.110
H8 -3.388 -5.906 -1.050  0.113
H9 -5.082 -4.943 0.463  0.113
H10 -4.914 -2.562 1.151  0.108
H11 -3.046 -1.188 0.319  0.050
H12 0.445 -3.739 -0.299  0.084
H13 2.284 -5.197 -1.042  0.112
H14 3.293 -4.875 -3.278  0.112
H15 2.466 -3.079 -4.757  0.107
H16 0.632 -1.613 -4.023  0.110
I1 4.087 0.038 -3.332  0.942
C20 4.115 0.030 -1.244  -0.630
C21 5.325 0.067 -0.550  -0.224
C22 5.347 0.134 0.820  -0.660
I2 7.217 0.224 1.777  0.921
C23 4.144 0.189 1.556  -0.207
C24 4.054 0.289 2.960  -0.023
C25 2.829 0.370 3.565  -0.024
C26 1.677 0.361 2.772  -0.181
N2 1.716 0.259 1.458  0.003
C27 2.919 0.156 0.841  -0.151
C28 2.878 0.040 -0.590  -0.441
O2 1.746 0.010 -1.218  -0.265
H17 6.250 0.052 -1.109  0.082
H18 4.962 0.308 3.549  0.066
H19 2.737 0.447 4.639  0.116
H20 0.699 0.440 3.232  0.085
C29 -3.612 5.921 4.084  -0.065
C30 -2.198 5.472 3.730  -0.199
N3 -1.595 4.568 4.703  -0.054
C31 -1.181 5.130 5.988  -0.189
C32 -2.128 4.755 7.124  -0.064
C33 -1.332 3.259 4.483  -0.430
O3 -0.704 2.560 5.262  0.075
C34 -1.895 2.637 3.228  -0.122
C35 -3.255 2.336 3.151  0.025
C36 -3.771 1.757 2.012  0.019
C37 -2.897 1.465 0.960  -0.357
N4 -1.564 1.626 1.087  0.033
C38 -1.094 2.222 2.189  -0.073
H21 -3.992 6.565 3.290  0.080
H22 -3.627 6.498 5.009  0.072
H23 -4.283 5.069 4.189  0.068
H24 -1.554 6.350 3.638  0.124
H25 -2.210 4.983 2.759  0.111
H26 -1.131 6.212 5.874  0.121
H27 -0.185 4.754 6.219  0.121
H28 -3.152 5.054 6.900  0.066
H29 -1.819 5.253 8.043  0.080
H30 -2.107 3.679 7.292  0.074
H31 -3.904 2.562 3.988  0.134
H32 -4.822 1.532 1.927  0.102
H33 -2.671 1.125 -1.030  0.038
H34 -0.019 2.354 2.228  0.118
O4 -5.555 -0.074 0.388  -0.525
S1 -4.876 0.504 -0.774  0.959
N5 -3.341 1.042 -0.278  -0.235
Cl1 -0.355 -1.881 1.815  0.609
C39 -1.396 -2.832 2.913  -0.927
Cl2 -0.589 -4.329 3.370  0.565
H35 -2.309 -3.074 2.383  0.006
H36 -1.577 -2.243 3.804  0.038

Output
energy relative to the best compared isomer or geometry (same formula, charge and spin) = 75.8 kcal per mole
orbital gap (alpha / beta) = 0.2159 / 0.2093 Eh
LUMO level (alpha / beta) = -0.132 / -0.138 hartree
net charge = +1
<S²> = 0.758
2S+1 = 2


Record 4
Here is C39H36ClMoN3Si2 as an isolated structure from the Open Molecules 2025 dataset. Energies are from ωB97M-V/def2-TZVPD.

Each line ends with the Löwdin charge.
Element x y z (Å)
C1 4.666 0.950 -1.084  -0.126
C2 3.592 0.400 -1.860  -0.142
C3 2.484 1.308 -1.799  -0.184
H1 3.627 -0.493 -2.477  0.138
C4 2.879 2.432 -0.986  -0.183
C5 4.231 2.211 -0.554  -0.134
H2 4.849 2.920 -0.011  0.140
H3 5.676 0.546 -1.027  0.141
H4 1.553 1.188 -2.331  0.111
H5 2.293 3.323 -0.804  0.124
Mo1 2.850 0.643 0.245  1.438
Si1 -1.170 -2.331 0.580  0.755
C6 -1.783 -3.052 -1.019  -0.341
C7 -2.861 -3.950 -1.012  -0.107
H6 -3.413 -4.116 -0.084  0.103
C8 -3.207 -4.645 -2.178  -0.071
H7 -4.022 -5.378 -2.153  0.115
C9 -2.534 -4.390 -3.380  -0.070
H8 -2.810 -4.924 -4.299  0.115
C10 -1.522 -3.423 -3.408  -0.081
H9 -1.046 -3.159 -4.357  0.108
C11 -1.110 -2.801 -2.225  -0.126
H10 -0.245 -2.143 -2.245  0.071
C12 -1.053 -0.434 0.441  -0.366
C13 -0.599 0.208 -0.726  -0.219
H11 -0.458 -0.344 -1.652  0.095
C14 -0.411 1.657 -0.740  -0.304
H12 -0.206 2.165 -1.686  0.135
C15 -0.067 2.277 0.536  -0.162
H13 0.566 3.162 0.575  0.105
C16 -0.638 1.697 1.640  -0.174
H14 -0.426 2.016 2.660  0.129
C17 -1.554 0.603 1.372  -0.231
H15 -2.289 0.319 2.134  0.137
H16 0.250 -2.706 0.433  -0.038
Si2 -2.199 1.565 -0.273  0.766
C18 -3.398 3.020 0.042  -0.239
C19 -4.290 3.450 -0.954  -0.088
H17 -4.197 3.066 -1.972  0.104
C20 -5.331 4.335 -0.646  -0.062
H18 -6.041 4.635 -1.421  0.114
C21 -5.476 4.812 0.662  -0.065
H19 -6.299 5.484 0.909  0.113
C22 -4.567 4.416 1.652  -0.071
H20 -4.673 4.781 2.674  0.109
C23 -3.529 3.528 1.339  -0.100
H21 -2.834 3.221 2.121  0.089
C24 -3.474 0.448 -1.192  -0.256
C25 -3.378 0.153 -2.549  -0.097
H22 -2.649 0.665 -3.180  0.107
C26 -4.215 -0.826 -3.105  -0.070
H23 -4.114 -1.082 -4.158  0.110
C27 -5.152 -1.492 -2.314  -0.076
H24 -5.784 -2.270 -2.746  0.114
C28 -5.255 -1.176 -0.959  -0.067
H25 -5.967 -1.704 -0.326  0.111
C29 -4.418 -0.201 -0.399  -0.089
H26 -4.509 0.030 0.665  0.111
H27 -1.633 -3.088 1.709  -0.017
Cl1 1.435 -0.349 1.985  0.207
N1 5.528 -0.740 1.805  0.126
C30 4.705 -1.728 1.219  -0.275
C31 4.962 -3.075 1.498  0.032
C32 4.197 -4.045 0.867  0.008
C33 3.234 -3.637 -0.068  -0.021
C34 3.028 -2.293 -0.293  -0.138
N2 3.736 -1.343 0.380  -0.079
C35 5.052 0.367 2.538  -0.270
C36 5.580 0.588 3.817  0.029
C37 4.991 1.553 4.621  0.004
C38 3.952 2.327 4.080  -0.023
C39 3.555 2.131 2.770  -0.125
N3 4.075 1.122 2.007  -0.076
H28 6.329 -1.164 2.268  0.141
H29 5.768 -3.291 2.202  0.134
H30 4.353 -5.101 1.080  0.135
H31 2.633 -4.352 -0.623  0.129
H32 2.270 -1.918 -0.987  0.104
H33 6.390 -0.062 4.142  0.131
H34 5.322 1.705 5.649  0.135
H35 3.435 3.086 4.665  0.127
H36 2.761 2.712 2.283  0.110

Output
energy relative to the best compared isomer or geometry (same formula, charge and spin) = 92.2 kcal per mole
orbital gap (alpha / beta) = 0.1629 / 0.1592 Eh
LUMO level (alpha / beta) = -0.288 / -0.283 hartree
net charge = +2
<S²> = 2.054
2S+1 = 3